The ion C9H12N3O with charge +1 in a non-equilibrium geometry, computed with ωB97M-V/def2-TZVPD.

Element x y z (Å)
1 C 0.8652 0.5616 3.1596
2 C 0.1308 1.1418 2.0809
3 C 1.2803 -0.7090 -1.6676
4 C 1.9436 -0.5964 -2.9352
5 C 1.0904 -0.6889 2.7404
6 C 0.6389 0.4682 -1.4701
7 C 0.1414 0.2998 1.0616
8 C -2.3286 -0.7428 0.6295
9 C -0.4044 0.6831 -0.3405
10 N 1.6254 0.5594 -3.4571
11 N 0.7948 1.2204 -2.6079
12 N -1.5581 -0.3092 -0.5995
13 O 0.6880 -0.8818 1.4883
14 H 1.0846 0.9936 4.0818
15 H -0.3802 2.0896 2.0402
16 H 1.5148 -1.5515 -0.9868
17 H 2.5987 -1.2894 -3.5804
18 H 1.6140 -1.5244 3.3871
19 H -3.2945 -1.2376 0.1973
20 H -1.6226 -1.3136 1.2162
21 H -2.6536 0.0216 1.2308
22 H -0.8017 1.7563 -0.3596
23 H 0.3928 2.0612 -2.8838
24 H -1.1744 -1.1720 -1.1810
25 H -2.1856 0.1598 -1.2441

Atoms 1-3, force components in eV/Å:
C -1.305 -0.147 -1.120
C 0.137 1.883 0.872
C 2.215 -2.010 -0.016

total charge	+1
SMILES	C[NH2+][C@H](c1ccn[nH]1)c1ccco1
orbital gap	9.41	eV
HOMO	-12.70	eV
LUMO level	-0.12098	hartree
F_max	0.0810	Eh/bohr
spin multiplicity	1

***

A cluster of 20 separate species, C11H56F3N5O24P3S in total in a non-equilibrium geometry, computed with ωB97M-V/def2-TZVPD.

Element x y z (Å)
1 N 1.2767 -1.2394 2.8023
2 P 2.2149 -0.5113 1.7392
3 C 1.2281 -0.3906 0.0998
4 P 1.4565 -2.0663 -0.7193
5 O 2.9362 -2.3934 -0.6460
6 O 1.0410 -2.1302 -2.3146
7 O 0.6921 -3.2466 0.1573
8 N 1.8079 0.7488 -0.6581
9 C 0.9316 1.1030 -1.7385
10 N 1.3392 2.0871 -2.5359
11 S 0.3959 2.5870 -3.9188
12 N -0.2917 0.5063 -2.0753
13 C -1.0953 -0.0208 -0.9646
14 C -2.3522 0.9596 -0.9146
15 O -3.2912 0.5815 0.1019
16 C -4.5182 1.1622 -0.0845
17 F -4.4985 2.2406 -0.8939
18 F -4.9704 1.6045 1.1168
19 F -5.3572 0.1947 -0.5350
20 C -1.7550 -1.4139 -1.2465
21 C -2.1870 -2.3262 -0.1735
22 C -2.8268 -3.5857 -0.5381
23 N -3.0791 -4.0454 -1.7939
24 C -2.7016 -3.1832 -2.7760
25 C -2.0475 -1.8943 -2.6116
26 C -0.2807 -0.0025 0.3856
27 P -0.4144 1.6508 1.3130
28 O 0.0901 1.5463 2.7438
29 H 1.1188 -0.6123 3.5931
30 H 2.6053 0.8042 2.1505
31 H 3.4014 -1.2748 1.6084
32 H 1.7984 -1.7539 -2.8097
33 H 1.3980 -3.8181 0.5232
34 H 2.7056 0.4098 -1.0432
35 H 2.2238 2.5523 -2.3338
36 H 0.0412 3.8727 -3.5717
37 H -0.2587 -0.0869 -2.9016
38 H -2.8486 0.8136 -1.9122
39 H -2.0482 2.0367 -0.8900
40 H -2.0644 -2.0786 0.8952
41 H -3.1420 -4.2410 0.3047
42 H -2.9074 -3.4949 -3.8195
43 H -1.7805 -1.2528 -3.4778
44 H -0.6301 -0.7546 1.1308
45 H -1.7824 2.0548 1.4400
46 H 0.2835 2.6370 0.5559
47 O 4.2976 1.0256 -2.6276
48 H 4.9922 1.6346 -2.3496
49 H 4.2866 1.1080 -3.5879
50 O -4.1855 5.0561 -1.9928
51 H -4.5570 5.8189 -1.5317
52 H -4.5625 4.3012 -1.5303
53 O 2.9272 -4.3384 2.7763
54 H 2.3105 -3.6134 2.6088
55 H 3.7450 -4.0576 2.3447
56 O -1.1818 -3.8105 -5.3513
57 H -1.7549 -4.5428 -5.6054
58 H -0.3226 -4.0514 -5.7138
59 O 1.6761 -6.9586 4.3283
60 H 1.9932 -6.1031 4.0161
61 H 0.7619 -6.9940 4.0300
62 O -7.6698 -1.6738 0.8251
63 H -8.4227 -1.3266 0.3332
64 H -6.9119 -1.2120 0.4491
65 O 0.1350 -2.7483 5.5096
66 H 0.9048 -3.0444 6.0074
67 H 0.4969 -2.1359 4.8587
68 O 0.8052 4.8453 -5.6215
69 H 0.0389 5.1589 -6.1153
70 H 1.5462 5.3210 -6.0171
71 O 3.5092 3.0443 1.3610
72 H 3.7446 3.9029 0.9903
73 H 3.4174 3.2171 2.3078
74 O 1.5618 7.3705 -5.5306
75 H 0.6350 7.3171 -5.2758
76 H 2.0088 7.6535 -4.7258
77 O 6.2118 2.0953 2.4425
78 H 5.4815 2.4460 1.9197
79 H 6.9872 2.5538 2.1000
80 O 5.4511 -5.4789 2.1682
81 H 4.6151 -5.9226 1.9815
82 H 5.9456 -6.1239 2.6841
83 O 7.2884 3.6567 0.3704
84 H 7.9824 4.2416 0.6981
85 H 7.3237 3.7674 -0.5849
86 O 3.2174 -1.6835 -4.1936
87 H 3.9969 -1.9797 -3.7044
88 H 3.5694 -1.0814 -4.8571
89 O -4.2446 6.5683 0.8092
90 H -3.3937 6.3315 1.1892
91 H -4.8755 6.3864 1.5183
92 O -8.3696 -4.6571 0.2903
93 H -8.1672 -3.7563 0.0132
94 H -8.5551 -4.5726 1.2306
95 O -5.6487 4.5522 2.7334
96 H -6.4881 4.1099 2.5674
97 H -5.1455 3.9126 3.2482
98 O 5.1540 -0.4699 4.2620
99 H 5.9308 -0.7573 4.7523
100 H 5.5105 0.1418 3.6027
101 O -2.6737 -3.2910 7.1995
102 H -3.2856 -2.5678 7.0331
103 H -1.8539 -3.0082 6.7759

Atoms 1-3, force components in eV/Å:
N 0.679 0.356 -0.611
P -1.051 -0.909 2.934
C -1.007 0.702 0.420

total charge	+1
orbital gap	7.18	eV
HOMO	-11.17	eV
LUMO level	-0.14679	hartree
F_max	0.0901	Eh/bohr
spin multiplicity	1

***

A structure of composition C32H50N7OP2Ru in a non-equilibrium geometry, computed with ωB97M-V/def2-TZVPD.

Element x y z (Å)
1 C -1.7475 1.7905 -1.0437
2 C -2.5226 0.4901 0.7208
3 C -3.0386 2.1927 -1.3867
4 C -3.8341 1.0226 0.5447
5 C -4.0875 1.8675 -0.5181
6 H -3.1684 2.7285 -2.3251
7 H -4.6119 0.6610 1.2116
8 H -5.0805 2.2774 -0.7088
9 N -1.4959 1.1656 0.1157
10 P 0.9543 1.9783 -1.0126
11 P -0.8229 -1.7208 1.5837
12 C -0.5897 1.9649 -2.0076
13 H -0.5673 1.1239 -2.7198
14 H -0.7374 2.8679 -2.6067
15 C 2.0610 -0.6236 0.6826
16 O 2.9995 -1.3124 0.8009
17 C -2.2762 -0.7588 1.3280
18 H -3.1587 -1.1523 1.8501
19 C -1.6842 -3.3833 0.9642
20 C -0.2831 -2.0749 3.4205
21 C 2.3378 1.6503 -2.2472
22 C 0.9173 3.8082 -0.5145
23 C -0.5924 -4.1433 0.2074
24 H 0.2726 -4.3731 0.8417
25 H -1.0193 -5.0949 -0.1451
26 H -0.2548 -3.5797 -0.6698
27 C -2.2703 -4.2608 2.0789
28 H -1.5369 -4.6120 2.8090
29 H -3.0960 -3.7636 2.6051
30 H -2.6946 -5.1631 1.6102
31 C -2.8682 -3.1167 0.0223
32 H -3.1419 -4.0620 -0.4675
33 H -3.7626 -2.7704 0.5509
34 H -2.6260 -2.4073 -0.7698
35 C 0.6329 -3.3126 3.4542
36 H 1.5215 -3.1514 2.8279
37 H 0.9771 -3.4657 4.4881
38 H 0.1563 -4.2414 3.1307
39 C 0.5492 -0.9139 3.9575
40 H 1.4342 -0.7448 3.3337
41 H -0.0340 0.0123 4.0104
42 H 0.8979 -1.1512 4.9751
43 C -1.5134 -2.1956 4.3150
44 H -2.1369 -3.0618 4.1003
45 H -1.1824 -2.3033 5.3579
46 H -2.1399 -1.2995 4.2371
47 C 2.3097 4.1525 0.0308
48 H 2.2372 5.0750 0.6270
49 H 2.6729 3.3593 0.6953
50 H 3.0478 4.3308 -0.7625
51 C -0.1055 3.9956 0.6154
52 H -1.1388 3.8829 0.2679
53 H 0.0714 3.2855 1.4281
54 H 0.0124 5.0105 1.0253
55 C 0.5134 4.7975 -1.6247
56 H 0.6289 5.8141 -1.2179
57 H 1.1341 4.7364 -2.5220
58 H -0.5379 4.6926 -1.9185
59 C 2.0550 0.3273 -2.9774
60 H 1.1749 0.3866 -3.6300
61 H 2.9239 0.0737 -3.6047
62 H 1.9108 -0.4953 -2.2656
63 C 3.6438 1.4965 -1.4495
64 H 3.5801 0.6641 -0.7383
65 H 4.4615 1.2869 -2.1541
66 H 3.8995 2.4039 -0.8921
67 C 2.4933 2.7712 -3.2832
68 H 1.5664 2.9641 -3.8384
69 H 2.8590 3.7072 -2.8455
70 H 3.2510 2.4552 -4.0171
71 Ru 0.5041 0.3477 0.5574
72 N -0.2513 -0.7190 -0.7688
73 C -0.9491 -1.3367 -1.4890
74 C -1.1556 -2.0486 -2.7327
75 C -0.0612 -2.6702 -3.3713
76 C -2.4305 -2.1399 -3.3264
77 C -0.2235 -3.3536 -4.5810
78 H 0.9183 -2.6090 -2.8921
79 C -2.5936 -2.8579 -4.5160
80 H -3.2776 -1.6493 -2.8346
81 C -1.4997 -3.4617 -5.1434
82 H 0.6505 -3.7964 -5.0655
83 H -3.5891 -2.9385 -4.9593
84 H -1.6273 -4.0094 -6.0807
85 N 4.5429 2.3800 3.4896
86 N 3.2618 1.9160 3.3080
87 N 2.2239 2.4794 3.9995
88 C 1.1947 2.1701 3.2167
89 N 1.5674 1.5095 2.0946
90 N 2.9170 1.4537 2.0967
91 H 5.2126 1.7212 3.1115
92 H 4.6866 2.6055 4.4643
93 H 0.1786 2.4454 3.4812

Atoms 1-3, force components in eV/Å:
C 0.244 0.155 -0.066
C -0.080 0.307 0.334
C -0.014 -0.317 0.081

total charge	+3
<S²>	6.06
orbital gap (spin up / spin down)	4.77 / 4.89	eV
HOMO (spin up / spin down)	-13.49 / -16.67	eV
LUMO level (spin up / spin down)	-0.32073 / -0.43290	hartree
F_max	0.1172	Eh/bohr
spin multiplicity	5

***

A cluster of 2 separate species, C3H9NO in total in a non-equilibrium geometry, computed with ωB97M-V/def2-TZVPD.

Element x y z (Å)
1 O -3.5911 -0.6496 0.0518
2 C -3.7683 0.3169 -0.6366
3 H -3.0194 1.1241 -0.5581
4 H -4.4851 0.3555 -1.4555
5 C 2.3654 -0.0854 -0.4869
6 C 1.5645 -0.0255 0.7684
7 N 0.1420 0.0357 0.5708
8 H 3.4130 0.0108 -0.1789
9 H 2.2909 0.7778 -1.1495
10 H 2.2549 -1.0132 -1.0426
11 H 1.8349 0.7077 1.5361
12 H 1.6894 -0.9671 1.3649
13 H -0.4910 0.0087 1.3699
14 H -0.2002 -0.5965 -0.1538

Atoms 1-3, force components in eV/Å:
O -0.271 -0.322 0.289
C 1.379 -0.286 -0.249
H -0.412 0.568 -0.100

total charge	+1
<S²>	0.75
orbital gap (spin up / spin down)	9.94 / 4.78	eV
HOMO (spin up / spin down)	-13.53 / -13.52	eV
LUMO level (spin up / spin down)	-0.13207 / -0.32153	hartree
F_max	0.0401	Eh/bohr
spin multiplicity	2

***

A structure of composition C58H75AsBr2IN2O2STeTi in a non-equilibrium geometry, computed with ωB97M-V/def2-TZVPD.

Element x y z (Å)
1 Ti 0.0357 -0.1374 -0.2257
2 C -1.9057 -0.8181 4.1266
3 C -0.9680 0.3280 3.7185
4 C -1.2796 1.5147 4.6445
5 C 0.4906 -0.0661 3.8297
6 C 0.9149 -0.2537 5.1457
7 C 2.2033 -0.6054 5.4779
8 C 3.0810 -0.8980 4.4589
9 C 2.6924 -0.8074 3.1282
10 C 3.6226 -1.4485 2.1179
11 C 4.9346 -0.6796 1.9666
12 C 3.8554 -2.9003 2.5635
13 C 1.4304 -0.2801 2.7987
14 N 1.2838 0.0881 1.3663
15 C 2.0205 1.1386 1.0701
16 C 2.5699 1.5780 -0.1691
17 C 3.3555 2.7576 -0.0406
18 C 4.1206 3.2415 -1.0561
19 C 4.1398 2.5310 -2.2713
20 C 3.3854 1.4100 -2.4507
21 C 2.5101 0.9101 -1.4412
22 N 1.6476 -0.1036 -1.6589
23 C 1.9640 -0.9515 -2.7986
24 C 3.0685 -1.8213 -2.6453
25 C 3.4260 -2.7061 -3.6589
26 C 2.7302 -2.7573 -4.8431
27 C 1.7072 -1.8522 -5.0273
28 C 1.3067 -0.9211 -4.0618
29 C 0.3205 0.0994 -4.6499
30 C 1.0009 1.4609 -4.8186
31 C -1.0833 0.1729 -4.0634
32 C 3.9992 -1.8181 -1.4458
33 C 5.3789 -1.2836 -1.8486
34 C 4.1396 -3.2140 -0.8418
35 H -2.9420 -0.4821 4.0210
36 H -1.7519 -1.0867 5.1743
37 H -1.7904 -1.7267 3.5400
38 H -1.1825 0.5816 2.6871
39 H -2.2288 1.9670 4.3663
40 H -0.5087 2.2832 4.6255
41 H -1.3848 1.1645 5.6734
42 H 0.1941 -0.0977 5.9360
43 H 2.5033 -0.6936 6.5142
44 H 4.0751 -1.2566 4.6926
45 H 3.1094 -1.4707 1.1578
46 H 5.4314 -0.5624 2.9321
47 H 4.7660 0.3179 1.5535
48 H 5.6230 -1.2065 1.3038
49 H 4.3535 -2.9357 3.5327
50 H 4.4803 -3.4442 1.8594
51 H 2.9028 -3.4236 2.6577
52 H 2.3468 1.7431 1.9164
53 H 3.3427 3.2674 0.9152
54 H 4.7055 4.1415 -0.9295
55 H 4.7535 2.8859 -3.0907
56 H 3.4061 0.8974 -3.4023
57 H 4.2794 -3.3557 -3.5152
58 H 2.9994 -3.4582 -5.6231
59 H 1.1955 -1.8390 -5.9822
60 H 0.1667 -0.2590 -5.6709
61 H 1.1818 1.9586 -3.8701
62 H 0.3593 2.1200 -5.4076
63 H 1.9506 1.3440 -5.3478
64 H -1.0872 0.3604 -3.0007
65 H -1.6294 0.9899 -4.5425
66 H -1.6226 -0.7530 -4.2490
67 H 3.5938 -1.1596 -0.6815
68 H 5.8327 -1.9222 -2.6100
69 H 6.0437 -1.2676 -0.9829
70 H 5.3191 -0.2714 -2.2465
71 H 4.4360 -3.9522 -1.5878
72 H 3.2079 -3.5472 -0.3839
73 H 4.9131 -3.2090 -0.0774
74 C -6.4812 4.4625 1.6252
75 C -5.6102 3.8140 2.7093
76 C -6.4730 2.8846 3.5732
77 C -5.0456 4.9160 3.6066
78 C -4.5038 3.0064 2.0379
79 C -3.1680 3.3480 2.1140
80 C -2.2000 2.5557 1.5194
81 Br -0.4310 3.1508 1.8638
82 C -2.5112 1.4011 0.7828
83 O -1.5386 0.6059 0.2841
84 C -3.8839 1.1001 0.6107
85 C -4.8126 1.8872 1.2810
86 C -4.4966 -0.0151 -0.2561
87 C -3.5207 -0.6283 -1.2468
88 C -5.0168 -1.1259 0.6642
89 C -5.6592 0.5622 -1.0854
90 H -7.2854 5.0472 2.0796
91 H -6.9314 3.7078 0.9782
92 H -5.8812 5.1235 0.9968
93 H -7.2351 3.4629 4.1012
94 H -5.8615 2.3638 4.3122
95 H -6.9832 2.1313 2.9721
96 H -5.8661 5.4409 4.1000
97 H -4.4783 5.6517 3.0335
98 H -4.3929 4.5053 4.3795
99 H -2.8370 4.2177 2.6606
100 H -5.8544 1.6159 1.1784
101 H -2.7074 -1.1184 -0.7348
102 H -3.0922 0.1222 -1.9128
103 H -4.0494 -1.3688 -1.8563
104 H -4.1991 -1.5769 1.2329
105 H -5.5000 -1.9104 0.0750
106 H -5.7440 -0.7457 1.3841
107 H -5.3461 1.4627 -1.6149
108 H -6.5316 0.8083 -0.4800
109 H -5.9750 -0.1807 -1.8215
110 Br -0.6455 -6.3468 3.5813
111 C -2.4389 -5.5346 3.8549
112 C -3.2955 -6.3220 4.6142
113 C -4.5819 -5.8459 4.8267
114 C -4.9437 -4.6174 4.2824
115 C -4.0155 -3.8880 3.5437
116 C -2.6969 -4.3164 3.2877
117 I -0.2985 -2.6306 1.3163
118 H -2.9813 -7.2722 5.0291
119 H -5.2872 -6.4275 5.4096
120 H -5.9482 -4.2347 4.4417
121 H -4.3435 -2.9182 3.1648
122 C -1.4202 -3.3270 -3.5137
123 As -0.9412 -3.1391 -1.6507
124 C -2.5150 -3.8783 -0.8192
125 C 0.5647 -4.3261 -1.6090
126 O -0.6319 -1.4661 -1.5124
127 H -1.6107 -4.3872 -3.6895
128 H -0.6138 -2.9843 -4.1547
129 H -2.3262 -2.7608 -3.7206
130 H -3.2152 -4.1551 -1.6073
131 H -2.9522 -3.1552 -0.1390
132 H -2.2120 -4.7402 -0.2255
133 H 0.2340 -5.2472 -2.0912
134 H 0.8971 -4.5095 -0.5944
135 H 1.3514 -3.8663 -2.2051
136 Te -0.0251 2.7543 -1.7149
137 C -1.9176 3.6628 -1.7022
138 C -3.0744 3.2275 -2.2928
139 C -4.1691 4.1229 -2.1390
140 C -3.8294 5.2428 -1.4417
141 S -2.1846 5.1970 -0.9710
142 H -3.1296 2.2955 -2.8382
143 H -5.1611 3.9418 -2.5303
144 H -4.4550 6.0837 -1.1876

Atoms 1-3, force components in eV/Å:
Ti -0.728 -1.302 -1.324
C -0.040 -0.038 -0.092
C -0.062 -0.083 -0.022

total charge	-1
orbital gap	4.54	eV
HOMO	-3.36	eV
LUMO level	0.04328	hartree
F_max	0.0388	Eh/bohr
spin multiplicity	1

***

A structure of composition C2H4INS in a non-equilibrium geometry, computed with ωB97M-V/def2-TZVPD.

Element x y z (Å)
1 C 0.2465 0.3401 0.2189
2 C 1.5836 -0.2400 0.0279
3 N -0.4892 1.2293 0.3550
4 S -2.2115 -1.7338 -0.6763
5 I -3.4943 0.1433 0.0762
6 H 1.8549 0.0090 -0.9976
7 H 1.5784 -1.2584 0.3315
8 H 2.3866 0.3614 0.5430
9 H -1.4550 1.1490 0.1215

Atoms 1-3, force components in eV/Å:
C 1.468 -0.229 -0.253
C 0.275 1.726 0.187
N 1.870 -0.033 0.385

orbital gap	6.22	eV
HOMO	-7.40	eV
LUMO level	-0.04325	hartree
F_max	0.0604	Eh/bohr
spin multiplicity	1